1.
{
  "formula": "C20H24FMgN5O6",
  "method": "ωB97M-V/def2-TZVPD",
  "species": ["Mg", "F", "O", "O", "O", "O", "O", "O", "N", "N", "N", "N", "N", "C", "C", "C", "C", "C", "C", "C", "C", "C", "C", "C", "C", "C", "C", "C", "C", "C", "C", "C", "C", "H", "H", "H", "H", "H", "H", "H", "H", "H", "H", "H", "H", "H", "H", "H", "H", "H", "H", "H", "H", "H", "H", "H", "H"],
  "coordinates": [[-0.1148, -0.1720, -0.0190], [-4.1152, 4.7312, 2.2372], [0.5348, 1.2961, -3.7007], [1.8038, -0.5959, 3.5037], [0.1609, 0.0959, -1.8644], [-1.1054, 1.5176, 0.0658], [-1.3563, -1.5450, 0.1947], [-2.2399, -2.9251, 1.6855], [0.1633, -0.3607, 1.9050], [2.0594, -0.0972, 0.1031], [-5.4698, 6.2082, 0.1273], [-2.8124, 3.6159, -3.0110], [-7.5223, 7.5555, 0.0569], [-1.8173, 2.7062, -3.2323], [2.2576, 0.5234, 1.4014], [-7.0732, 7.4568, 1.4648], [-4.1973, 4.8251, -1.4125], [-4.7113, 3.5083, -4.5716], [-6.4833, 8.2233, -0.7628], [-5.1509, 7.4966, -0.4714], [-0.8038, -1.2027, 2.4996], [-0.0582, 1.0337, -2.6611], [-3.8608, 4.4655, 0.9255], [-4.5080, 5.1682, -0.0907], [-1.2056, 1.9817, -2.2660], [-3.4372, 4.2429, -4.1573], [-3.2128, 3.8758, -1.7234], [-5.9411, 6.4098, 1.4920], [1.3676, -0.2297, 2.4111], [-1.5870, 2.1409, -0.8943], [-2.9496, 3.4752, 0.6510], [-1.5348, -1.9812, 1.3656], [-2.5921, 3.1752, -0.6668], [-4.4842, 2.4674, -4.7858], [-5.1307, 3.9684, -5.4626], [-1.4944, 2.5789, -4.2567], [-6.7276, 8.4395, 1.7896], [-4.5224, 8.1024, 0.1971], [-3.6508, 5.2920, -3.9296], [-0.3699, -1.9075, 3.2239], [-2.7192, 4.2259, -4.9820], [3.3036, 0.5112, 1.7418], [-5.1509, 6.7590, 2.1680], [-6.3134, 5.4563, 1.8691], [2.4313, -1.0422, 0.1161], [-8.4360, 8.0030, -0.0380], [-2.4753, 2.9236, 1.4456], [-5.4501, 3.5352, -3.7738], [-4.7434, 5.3180, -2.2010], [-7.5557, 6.5809, -0.2804], [1.9084, 1.5587, 1.3433], [-6.4317, 9.2772, -0.4878], [-7.8991, 7.1558, 2.1102], [-1.5904, -0.6199, 2.9979], [-4.5950, 7.3423, -1.3935], [-6.7633, 8.1479, -1.8148], [2.5348, 0.4106, -0.6361]],
  "lowdin_charge": [0.56, 0.05, 0.03, -0.02, -0.03, 0.04, -0.07, 0.00, -0.06, -0.01, -0.11, -0.05, 0.03, 0.05, -0.18, -0.08, 0.05, -0.06, -0.08, -0.12, -0.14, -0.61, -0.18, -0.14, 0.00, -0.20, -0.12, -0.14, -0.59, -0.25, 0.11, -0.67, -0.03, 0.09, 0.08, 0.15, 0.14, 0.14, 0.11, 0.12, 0.13, 0.11, 0.14, 0.14, 0.11, 0.19, 0.15, 0.07, 0.10, 0.19, 0.11, 0.14, 0.14, 0.12, 0.12, 0.14, 0.10],
  "gap_ha": 0.1377,
  "relative_energy_ev": 0.308
}

---

2.
{
  "formula": "C20H24N2O3S",
  "method": "ωB97M-V/def2-TZVPD",
  "species": ["S", "O", "O", "O", "N", "N", "C", "C", "C", "C", "C", "C", "C", "C", "C", "C", "C", "C", "C", "C", "C", "C", "C", "C", "C", "C", "H", "H", "H", "H", "H", "H", "H", "H", "H", "H", "H", "H", "H", "H", "H", "H", "H", "H", "H", "H", "H", "H", "H", "H"],
  "coordinates": [[-3.6674, 0.6676, 1.3472], [-2.7971, 0.2719, 2.2273], [-4.4565, 1.8266, 1.6763], [1.2375, -0.6080, -2.6180], [-4.6684, -0.5810, 0.6418], [1.4136, -0.2636, -0.2350], [-2.6639, 0.9501, -0.2692], [0.6921, -0.3248, -1.4159], [2.6543, -0.7749, -0.1203], [-4.5092, -2.5315, -0.2953], [-2.3365, 1.4959, -2.5351], [5.1428, -0.1799, 0.2676], [-1.3384, 0.2646, -0.2190], [5.2026, -1.8609, 0.3233], [4.6117, 2.5538, 0.2168], [-3.0894, 1.7054, -1.2222], [-3.7788, -2.1771, -1.3748], [-1.2291, 1.1487, -2.5804], [4.2515, -2.5474, 1.1486], [2.8067, -1.9091, 0.7004], [3.8171, 0.2674, 0.1210], [-4.3134, -1.8315, 0.9596], [-0.6727, 0.5799, -1.3521], [6.1400, 0.3483, 0.6201], [3.5194, 1.5650, 0.3158], [5.9688, 1.9166, 0.6906], [-1.1506, -0.2662, 0.7002], [-5.7008, -0.2850, 0.9827], [-4.0832, 2.0795, -1.3013], [6.6699, 2.6164, 0.9658], [-4.3865, -3.7809, -0.0027], [1.0283, 0.1070, 0.3945], [5.1915, -2.1385, -0.9991], [-4.7526, -2.2805, 1.8324], [7.1209, 0.1689, 1.0752], [-3.4068, -1.7723, 1.1413], [2.8422, -1.1980, -1.0375], [-3.8656, -1.1400, -1.6870], [2.2205, -2.7980, 0.3794], [-0.4953, 0.9127, -3.3274], [4.4114, -2.3611, 2.1270], [4.2613, -3.7159, 0.9191], [2.2819, -1.6873, 1.5367], [4.3066, 3.5728, 0.6114], [-5.5960, -2.6702, -0.4729], [-4.0455, -2.6783, -2.4413], [6.3199, -1.9159, 0.5827], [2.6754, 1.8287, 0.1034], [-2.8059, 2.1752, -3.1584], [-2.8999, -2.2278, -1.1990]],
  "lowdin_charge": [0.61, -0.22, -0.29, -0.04, -0.12, 0.14, -0.23, -0.18, -0.34, -0.32, -0.10, -0.25, 0.01, -0.16, 0.01, -0.01, -0.14, -0.08, -0.16, -0.12, -0.06, -0.36, -0.06, -0.08, -0.04, 0.06, 0.11, 0.19, 0.12, 0.03, 0.19, 0.00, 0.20, 0.14, 0.13, 0.03, 0.12, 0.09, 0.13, 0.13, 0.07, 0.16, 0.08, 0.10, 0.12, 0.16, 0.10, 0.01, 0.10, -0.02],
  "gap_ha": 0.3183,
  "relative_energy_ev": 19.621
}

---

3.
{
  "formula": "C20H24NO14",
  "method": "ωB97M-V/def2-TZVPD",
  "species": ["O", "O", "O", "O", "O", "O", "O", "O", "O", "O", "O", "O", "O", "O", "N", "C", "C", "C", "C", "C", "C", "C", "C", "C", "C", "C", "C", "C", "C", "C", "C", "C", "C", "C", "C", "H", "H", "H", "H", "H", "H", "H", "H", "H", "H", "H", "H", "H", "H", "H", "H", "H", "H", "H", "H", "H", "H", "H", "H"],
  "coordinates": [[-3.1264, -0.3075, -1.8320], [-4.7156, 0.6394, -0.5385], [2.7695, -1.8039, -2.7475], [0.2845, 0.4360, -5.6917], [2.0754, -3.6099, -1.5819], [3.4676, 1.5479, 1.6482], [-5.0368, -1.4148, -1.3689], [0.8597, 2.0341, 5.8289], [2.9014, 3.6604, 2.1387], [-0.7126, 0.2039, -7.7050], [3.8164, -2.3738, -0.8470], [-1.3168, 1.7800, 6.2199], [-1.6797, -0.6471, -5.8500], [1.7471, 2.5335, 0.5670], [-0.7462, -1.0740, 1.8205], [-0.1758, 0.2241, -4.3628], [-0.5486, 0.5811, 4.2504], [-1.1985, -0.8589, -4.5266], [3.6532, -0.7304, -2.4318], [2.8157, -2.6849, -1.7138], [-0.7043, 0.0160, -6.5325], [-1.1550, -1.5546, 3.0622], [4.6105, -1.3604, -1.4608], [-4.1956, -0.3566, -1.2951], [2.6235, 2.5754, 1.3725], [-0.8570, -2.0046, 0.7057], [-1.3801, -1.7360, -0.5228], [3.8461, 3.2522, 3.1292], [4.4983, 2.0585, 2.4947], [-1.0848, -0.7884, 4.2821], [-0.2551, 0.2021, 1.7535], [-6.0853, -1.1909, -0.4271], [-0.1273, 1.1079, 2.9301], [-0.4078, 1.4889, 5.5082], [-6.0775, 0.3033, -0.2727], [3.0760, 0.0827, -1.9823], [0.9594, 2.7977, 5.2201], [0.0766, 0.6164, 0.7702], [-1.5633, -2.5886, 3.1188], [4.8080, 1.3127, 3.2255], [4.5538, 4.0511, 3.3449], [4.1485, -0.3586, -3.3278], [0.2870, 2.1395, 2.8637], [-1.8338, -2.6077, -1.0658], [-0.6085, 1.1553, -3.9858], [0.6439, -0.0767, -3.7095], [-7.0345, -1.5682, -0.8042], [-1.4137, -1.2074, 5.2637], [-1.3779, -0.7573, -1.0400], [5.3586, 2.3295, 1.8786], [3.3084, 2.9974, 4.0465], [-6.3699, 0.6223, 0.7266], [4.9793, -0.6529, -0.7190], [-2.0085, -0.7819, -3.8012], [-0.7599, -1.8590, -4.4652], [-6.7143, 0.8044, -1.0051], [-0.5183, -3.0571, 0.8978], [5.4627, -1.8310, -1.9566], [-5.8417, -1.7105, 0.5030]],
  "lowdin_charge": [0.09, 0.07, 0.05, 0.06, 0.15, 0.05, 0.08, 0.06, 0.07, 0.18, 0.06, 0.19, 0.07, 0.14, -0.05, -0.14, -0.03, -0.13, -0.13, -0.56, -0.55, 0.02, -0.12, -0.54, -0.58, -0.10, 0.09, -0.11, -0.11, 0.06, 0.06, -0.12, 0.09, -0.42, -0.11, 0.13, 0.11, 0.14, 0.15, 0.14, 0.14, 0.14, 0.12, 0.12, 0.14, 0.12, 0.14, 0.14, 0.07, 0.14, 0.12, 0.14, 0.13, 0.11, 0.14, 0.14, 0.14, 0.14, 0.13],
  "gap_ha": 0.2735,
  "charge": 1
}

---

4.
{
  "formula": "C20H24O6",
  "method": "ωB97M-V/def2-TZVPD",
  "species": ["O", "O", "O", "O", "O", "O", "C", "C", "C", "C", "C", "C", "C", "C", "C", "C", "C", "C", "C", "C", "C", "C", "C", "C", "C", "C", "H", "H", "H", "H", "H", "H", "H", "H", "H", "H", "H", "H", "H", "H", "H", "H", "H", "H", "H", "H", "H", "H", "H", "H"],
  "coordinates": [[0.1967, -0.9809, 4.1611], [-1.0639, -0.5538, 7.0288], [1.1245, 4.3625, -5.4874], [-0.1841, -3.0167, -3.6942], [-3.6359, 1.1861, -3.9541], [0.2276, -3.9226, 9.5481], [-0.9315, -1.0414, -2.0710], [-2.5550, 1.0261, -0.7904], [-0.9747, 1.9256, -5.8498], [-0.4988, -1.5633, -0.5779], [-2.1331, 0.4864, 0.7337], [-0.3796, -1.6982, -3.5038], [-1.1445, 0.7039, -4.7632], [-2.3966, 0.7656, -3.6584], [-0.4642, -1.0077, 8.2282], [1.2751, -1.8149, 4.5426], [-1.9766, 0.2606, -2.1201], [1.3497, 0.5694, -6.9007], [-0.0896, -0.5705, -4.7042], [0.4611, 3.1191, -7.9461], [0.3074, 1.8524, -6.9072], [1.5847, -4.1004, 9.9099], [2.0577, 5.1814, -6.5658], [0.4705, 4.5588, -6.8936], [-1.0923, -0.8027, 0.7757], [1.1446, -0.6548, -5.7800], [1.9019, -1.5657, -5.7823], [0.2172, -0.2027, 4.7437], [1.5099, 3.2038, -8.4617], [1.1509, -2.1188, 5.5850], [2.1502, -4.4542, 9.0444], [1.6536, -4.8251, 10.7248], [-1.7200, 2.8324, -5.9001], [-2.0161, -0.7381, 7.0978], [-0.4606, 5.3874, -7.0369], [-0.4544, 3.2634, -8.6631], [-0.6351, -2.0814, 8.3384], [1.9923, -3.1425, 10.2417], [1.2808, -2.7022, 3.9051], [0.6103, -0.8149, 8.1833], [2.8817, 4.3355, -6.3905], [-0.8934, -0.4705, 9.0774], [-2.5531, 0.9893, 1.7308], [2.1292, 6.0865, -5.7962], [-0.7678, -1.1816, 1.8386], [0.2300, -2.4753, -0.4249], [2.2166, -1.2742, 4.4192], [-0.1067, -4.7884, 9.2582], [-3.2642, 1.9558, -0.8368], [2.2677, 0.5114, -7.6562]],
  "lowdin_charge": [-0.15, -0.14, -0.28, -0.04, -0.04, -0.14, -0.03, 0.00, 0.06, 0.00, -0.04, -0.19, -0.02, -0.20, -0.16, -0.16, -0.03, 0.00, -0.03, -0.11, -0.14, -0.16, -0.03, -0.17, -0.03, 0.01, 0.10, 0.07, 0.11, 0.07, 0.08, 0.08, 0.12, 0.09, 0.16, 0.11, 0.06, 0.08, 0.08, 0.08, 0.12, 0.08, 0.10, 0.11, 0.07, 0.10, 0.08, 0.09, 0.10, 0.10],
  "gap_ha": 0.2671,
  "relative_energy_ev": 24.588,
  "smiles": "O=C1c2ccccc2C(=O)c2cc(C[C@@H]3CO3)ccc21.CO.CO.CO"
}

---

Which formula does entry 1 have?
C20H24FMgN5O6